Computed, not measured: C84H92AsBClN5O4P3Rb as an isolated structure in a non-equilibrium geometry, with ωB97M-V/def2-TZVPD.

Output
charge: -2
total energy: -206804.414 eV
gap between HOMO and LUMO: 0.1495 hartree
ΔE to the lowest compared entry with this formula, charge and spin: 0.000 eV

Atoms and positions in Å:
C  -2.18057  6.23715  -4.84905
C  -1.03418  5.18219  -0.97033
C  -3.51712  8.46531  -1.84641
H  -0.28529  -0.76360  7.23631
C  -4.19970  1.78284  -2.09756
H  -3.45351  0.31018  -5.45511
C  5.25052  -2.48994  -2.62931
H  -1.29002  6.78576  -5.13768
H  -4.91388  4.75961  -6.19247
H  -4.55969  1.28200  -2.98907
H  0.11501  -2.21159  5.23150
C  -2.45537  -6.35909  1.12405
H  0.74250  0.15469  -6.65069
H  3.17287  -7.94266  3.89698
C  1.30706  2.47708  -4.21878
C  -2.74543  7.54913  0.22389
H  1.77221  3.89031  0.12598
H  -3.87002  8.08764  1.96596
C  -3.02018  -2.38462  3.85214
C  -2.75181  -2.90811  -1.85065
H  5.90582  -2.39831  1.28799
H  -2.15305  1.23548  -2.43330
H  -2.52214  -1.69824  4.53142
C  -2.41502  5.99026  -3.49929
H  4.61688  -7.07219  -2.13758
H  -0.44841  5.50446  -0.10820
B  -1.81735  -0.25797  1.31944
C  1.42945  -0.82430  4.31128
C  -3.91281  0.30959  3.78987
C  -0.20138  0.49355  -4.53040
H  -3.94606  -2.54525  0.55294
C  -3.55895  -1.57487  -1.93133
C  -2.85191  1.75197  -1.78194
H  -3.74483  5.04671  -2.09040
H  -3.30468  -3.76672  1.63476
H  -2.46129  -7.10131  4.42388
H  -0.98357  3.75853  -4.96228
C  -0.40936  3.94628  -1.59846
H  1.48727  -6.79440  2.52171
C  4.17180  -3.65354  0.63121
C  5.15165  2.84646  3.66943
H  4.29435  -4.20027  5.64254
H  2.44643  -0.28177  -6.85246
H  4.24209  1.81221  -0.66993
C  -3.87771  -0.39051  2.42700
C  4.97057  1.16756  5.36300
H  4.58370  -6.65619  5.46667
C  -3.77032  8.20413  0.89358
C  4.17082  -6.11435  -2.37615
H  2.41471  0.29241  -0.53902
C  2.68497  -4.13774  4.22679
O  -1.87325  -1.53033  1.88366
C  2.08908  -6.22168  3.21699
C  -4.54057  9.12124  -1.18281
C  -3.18091  -1.79310  2.45410
C  1.89567  -4.84445  3.32428
H  0.27057  -5.65614  -3.21956
O  -1.51096  -2.69970  -1.94870
H  2.41072  2.13223  5.62597
C  -2.61097  7.65882  -1.15727
C  -4.61745  3.06680  -0.11943
H  1.77442  -5.36690  0.55187
H  5.25164  -0.56206  2.82842
C  -0.03891  3.16142  1.01848
H  -3.32880  -0.96359  -1.05719
H  0.67895  -4.40189  -4.40284
C  2.11882  0.38107  4.41193
H  -5.24544  9.72770  -1.73926
H  -5.47411  9.50048  0.71486
C  2.81358  -6.02160  -2.64907
H  -3.99894  -2.64375  4.26609
C  -3.26531  3.03820  0.19293
C  -2.33793  2.12605  -5.23883
C  2.44286  -2.06147  -4.58899
C  1.55732  -0.95035  -5.00526
H  2.19253  -6.90988  -2.62850
H  -0.99511  -2.04143  -5.63225
C  -4.44001  4.82557  -4.09892
H  -3.00814  -6.55098  0.21221
P  -0.52193  2.33829  -0.54694
H  2.65335  0.03189  -2.13043
H  1.29965  3.55842  -4.35729
H  7.11158  3.60938  6.32631
C  1.14805  3.89659  1.01323
H  -5.97938  -0.94448  2.44990
H  6.00813  -5.03441  -2.17087
C  2.23359  -4.80722  -2.98129
H  4.82734  -1.67388  -3.21355
N  2.42101  -2.45621  -3.38129
C  4.57265  1.66275  4.11886
C  -3.54930  5.26928  -3.13480
H  -5.28190  -0.79016  0.81999
C  0.71557  4.67804  3.23965
C  1.89117  1.18985  5.52404
C  -0.03177  1.88510  -4.55780
N  2.63384  -2.37717  1.68089
C  4.40005  -3.72950  -2.69559
H  2.09165  2.05107  -4.85086
C  -1.59506  -1.57998  -4.84042
N  4.16804  0.98861  -1.25142
C  5.88132  1.85800  6.14530
H  -4.54922  -0.22072  4.50294
C  -5.09131  2.44195  -1.26320
C  -3.07273  5.79755  -5.81819
Cl  -5.32334  -1.77907  -1.99747
H  4.86036  3.23178  2.69839
C  -0.78399  3.10682  2.19357
H  -5.30899  4.25194  -3.80121
C  0.37847  -0.44392  6.44026
P  0.68936  -3.92016  2.25452
C  4.19846  -0.81829  2.97019
O  -3.35784  -3.96999  -1.69740
H  2.59015  -3.26002  -6.37665
C  0.78051  -4.70361  -3.35517
H  1.56448  -1.44955  3.43659
H  -1.25481  -1.99913  -3.88879
C  -0.64617  -5.20777  2.25316
H  -6.14798  2.46538  -1.50458
H  -2.92947  3.53160  1.09381
C  3.04058  -3.65730  -3.01307
C  -4.21164  5.10072  -5.44109
H  -4.88789  -3.04654  1.96926
C  -3.88086  -2.84439  1.59672
H  2.45398  5.20941  2.09592
C  4.94982  -4.97109  -2.39938
H  4.54315  0.24526  5.73490
H  5.31192  -2.15906  -1.58769
H  0.98315  5.29684  4.08902
H  -2.63530  -1.86456  -4.99681
H  -4.30905  1.31800  3.64818
H  6.16850  1.46792  7.11498
H  -1.63844  2.44471  2.24539
N  2.77011  0.71412  -1.38822
H  -5.61652  0.65753  1.76532
H  4.61764  -4.45761  0.07083
H  4.09476  -1.24525  3.97526
As  -1.18837  6.74379  -2.16642
H  -2.42681  -3.29774  3.77608
C  -1.07610  -5.78288  3.45405
Rb  0.09321  -1.56408  -0.36352
O  -3.02282  0.39807  1.58172
P  3.29921  0.82466  3.06679
H  -2.87402  5.99213  -6.86555
C  1.52986  4.64277  2.11671
H  4.63847  0.23348  -0.75898
C  -0.42627  3.89142  3.28090
H  0.99525  -3.96312  -0.20795
H  -0.54932  -5.54330  4.37120
C  -2.49501  0.74988  -5.20068
H  -0.91977  3.68712  -2.52803
C  -5.27941  -0.37898  1.82839
C  3.03840  -6.87071  3.99131
C  -1.10917  2.68215  -4.92117
H  1.56901  2.24277  -3.18333
C  0.59132  -1.24604  5.33091
C  3.83152  -6.14870  4.87342
H  -3.68029  -7.64017  2.34118
H  0.25900  -3.93948  -2.77197
H  2.54005  -3.06927  4.31540
H  -2.90499  0.39898  4.19902
C  -1.44070  -0.08343  -4.85603
C  -2.36119  2.37297  -0.63236
H  -3.42553  8.56364  -2.92298
C  3.65740  -4.77760  4.98222
H  3.87054  -2.05535  -6.21149
C  1.57758  -4.29897  0.65399
C  4.83793  -2.58126  1.26114
C  6.42223  3.05781  5.69806
H  -2.04180  4.96648  -0.62253
C  -4.67160  8.99227  0.19453
H  3.89068  -3.51600  -5.21334
C  1.02270  0.78321  6.52558
H  0.85381  1.42718  7.38239
N  0.83753  -0.35612  -4.14678
C  1.47993  -0.62713  -6.48114
H  -1.03808  3.87977  4.17455
H  -5.30633  3.58458  0.53969
C  -2.84057  -6.95542  2.31487
C  -1.37307  -5.48991  1.09513
H  -3.25971  -1.03039  -2.82368
H  6.50278  4.46474  4.08308
C  -2.15204  -6.65493  3.48495
C  3.24827  -2.76221  -5.66106
C  6.06821  3.54149  4.44869
C  2.82272  -3.46603  0.88211
H  1.19622  -1.50685  -7.06172
C  3.86551  -1.84367  1.92946
H  6.26277  -2.69272  -2.98300
H  -2.05257  6.93422  0.78725
H  -3.16887  2.76255  -5.50855
H  0.64139  4.12925  -1.84131
H  -1.11101  -5.00899  0.15751

Here are the Mulliken charges for atoms 1 to 99, given in e: -0.90, -0.11, -0.19, 0.35, -0.76, 0.34, -1.24, 0.37, 0.33, 0.35, 0.65, -0.20, 0.51, 0.40, -1.30, -0.04, 0.20, 0.40, -1.49, 0.24, 0.39, -0.51, 0.28, 0.24, 0.36, 0.63, 0.25, 0.28, -2.26, -0.59, -0.12, 3.14, 0.12, 0.16, -0.26, 0.39, 0.49, -1.21, 0.38, -1.48, -0.38, 0.42, 0.41, 0.24, 2.03, -0.03, 0.34, -0.77, -0.92, -0.31, -0.17, 0.15, -0.63, -0.64, 1.13, 0.36, 0.41, -0.10, 0.57, 0.14, -0.82, 0.38, 0.68, 1.66, -1.48, 0.27, 0.23, 0.37, 0.37, -0.82, 0.34, -0.13, -0.61, 0.40, 0.90, 0.41, 0.40, -0.47, 0.46, 1.37, -0.06, 0.42, 0.36, -0.77, 0.31, 0.35, 1.23, 0.26, 1.30, -0.03, 0.18, 0.17, -0.99, -0.60, 1.11, 1.46, 1.71, 0.38, -1.18